Record 1
This record from the OMol25 dataset describes a 7-piece molecular cluster, C27H60B2BrN6O12 overall at a distorted geometry. The level of theory is the ωB97M-V functional and the def2-TZVPD basis.

Last column: Mulliken charge in e.
CARTESIAN COORDINATES (ANGSTROEM)
C 1.748 2.283 0.053  -0.27
C 1.412 0.917 0.951  -0.61
C 2.565 0.708 2.107  0.46
B 4.017 0.173 1.496  0.61
O 5.027 1.112 0.900  -0.58
O 4.381 -1.269 1.461  -0.63
O 2.664 2.055 2.696  -0.95
B 3.099 1.820 4.087  1.74
C 4.187 2.908 4.668  -0.76
C 5.426 3.259 3.646  0.13
C 6.612 2.151 3.951  -0.26
O 7.896 2.783 3.600  -0.54
O 3.276 0.377 4.341  -0.88
C 2.243 -0.213 3.427  0.14
C 0.707 -0.255 4.025  -0.45
C 0.549 -1.309 5.314  0.40
O 1.588 -1.927 5.901  -0.49
Br -1.308 -1.710 6.011  -0.23
H 1.391 2.188 -1.069  -0.06
H 2.871 2.610 0.131  0.05
H 1.118 3.159 0.560  0.20
H 0.358 1.050 1.490  0.24
H 1.345 0.025 0.187  0.12
H 5.529 0.536 0.237  0.21
H 3.484 -1.733 1.331  0.32
H 2.126 2.092 4.706  -0.53
H 4.599 2.613 5.732  0.18
H 3.587 3.928 4.820  0.08
H 5.124 3.346 2.518  -0.05
H 5.864 4.309 4.001  0.27
H 6.607 1.998 5.134  0.20
H 6.420 1.117 3.397  0.02
H 8.174 3.337 4.391  0.31
H 2.504 -1.369 3.306  0.09
H 0.277 0.802 4.322  0.26
H 0.000 -0.672 3.181  0.22
C -0.075 1.264 -3.760  -0.01
O -0.302 1.887 -2.730  -0.52
N 0.339 1.816 -4.954  0.22
C 0.586 1.009 -6.130  -0.94
C 0.532 3.249 -5.035  -0.86
H -0.191 0.169 -3.808  0.28
H 1.628 1.139 -6.435  0.32
H -0.078 1.342 -6.933  0.34
H 0.401 -0.050 -5.927  0.28
H 1.286 3.549 -4.301  0.38
H -0.411 3.750 -4.796  0.28
H 0.859 3.538 -6.038  0.30
C 3.952 5.042 -4.674  0.03
O 2.883 4.446 -4.658  -0.58
N 4.705 5.365 -3.565  0.17
C 5.964 6.073 -3.670  -0.94
C 4.224 4.984 -2.254  -0.95
H 4.409 5.378 -5.620  0.23
H 6.756 5.451 -3.244  0.33
H 5.890 7.009 -3.109  0.33
H 6.204 6.297 -4.713  0.29
H 4.109 3.896 -2.219  0.28
H 3.247 5.447 -2.085  0.30
H 4.923 5.305 -1.477  0.43
C -2.032 5.966 -1.429  0.06
O -1.312 5.905 -2.417  -0.56
N -2.856 4.957 -0.977  0.17
C -3.680 5.109 0.205  -0.92
C -2.900 3.706 -1.704  -0.73
H -2.075 6.873 -0.803  0.28
H -3.396 4.344 0.933  0.32
H -4.728 4.978 -0.077  0.32
H -3.548 6.098 0.652  0.31
H -1.896 3.272 -1.727  0.17
H -3.221 3.903 -2.732  0.26
H -3.593 3.007 -1.229  0.36
C -3.616 -1.735 1.452  0.06
O -3.652 -0.614 1.943  -0.66
N -3.576 -2.917 2.160  0.32
C -3.536 -4.207 1.502  -0.91
C -3.575 -2.870 3.607  -0.55
H -3.613 -1.885 0.360  0.36
H -4.411 -4.787 1.808  0.40
H -2.624 -4.729 1.805  0.41
H -3.541 -4.095 0.415  0.12
H -4.482 -2.359 3.947  0.36
H -2.703 -2.301 3.944  -0.26
H -3.542 -3.879 4.027  0.41
C -7.056 -5.498 0.385  0.02
O -6.273 -5.103 1.239  -0.57
N -7.212 -4.953 -0.871  0.14
C -8.164 -5.481 -1.826  -0.94
C -6.399 -3.816 -1.250  -0.75
H -7.723 -6.357 0.569  0.30
H -7.625 -5.800 -2.723  0.33
H -8.877 -4.693 -2.087  0.33
H -8.707 -6.334 -1.411  0.30
H -5.343 -4.096 -1.185  0.12
H -6.589 -2.995 -0.552  0.30
H -6.633 -3.496 -2.269  0.38
C -2.138 -6.680 -1.158  0.10
O -3.037 -6.202 -0.478  -0.60
N -1.297 -7.700 -0.768  0.14
C -0.255 -8.211 -1.634  -0.92
C -1.458 -8.279 0.549  -0.91
H -1.929 -6.312 -2.176  0.29
H -0.432 -9.276 -1.810  0.33
H 0.712 -8.075 -1.142  0.34
H -0.246 -7.685 -2.593  0.28
H -2.469 -8.689 0.636  0.29
H -1.330 -7.495 1.301  0.27
H -0.723 -9.072 0.715  0.37

net charge: -1
highest occupied orbital energy: -0.133 Eh
total energy: -133877.060 eV
multiplicity: 1
lowest unoccupied orbital energy: 1.71 eV
strongest force on any atom: 9.44 eV Å⁻¹
gap between HOMO and LUMO: 5.34 eV

Record 2
This record from the OMol25 dataset describes C27H60Cl20InN2O4P2 as an isolated structure at a distorted geometry. The level of theory is the ωB97M-V functional and the def2-TZVPD basis.

Last column: Mulliken charge in e.
CARTESIAN COORDINATES (ANGSTROEM)
C 5.622 1.717 -2.920  -0.68
C 4.299 2.621 -2.906  0.65
O 4.076 3.259 -1.873  -0.54
O 3.494 2.565 -4.045  -0.36
C 2.874 3.837 -4.359  0.50
C 1.300 3.593 -4.490  -0.25
C 0.382 4.688 -3.785  -0.80
C 0.765 5.030 -2.278  0.16
C -0.113 4.225 -1.190  -1.06
In 0.414 2.041 -1.022  0.49
P 1.310 1.317 1.238  0.18
N 0.973 -0.260 1.524  -0.49
P -1.585 0.639 -1.721  0.49
N -2.180 1.280 -3.060  -0.68
O -1.044 -0.958 -2.079  -0.47
O -2.719 0.624 -0.429  -0.43
H 6.115 1.717 -1.900  0.30
H 6.315 1.968 -3.771  0.05
H 5.248 0.651 -3.104  0.18
H 3.177 4.695 -3.687  -0.64
H 3.238 4.119 -5.411  0.33
H 1.032 3.618 -5.604  0.30
H 1.018 2.557 -4.127  0.06
H 0.289 5.608 -4.460  0.34
H -0.675 4.245 -3.753  0.27
H 1.856 4.883 -2.018  0.27
H 0.507 6.134 -2.120  0.01
H -1.205 4.305 -1.484  0.29
H 0.073 4.763 -0.199  0.23
H 1.708 1.720 -2.245  -0.39
H 2.738 1.455 1.210  -0.04
H 0.733 2.096 2.316  -0.06
H 1.875 -0.747 1.623  0.09
H -3.161 1.552 -2.911  0.16
H -0.149 -0.859 -2.476  0.28
H -3.535 0.149 -0.685  0.27
Cl -1.980 -0.509 4.751  -0.26
C -1.549 -1.482 3.317  -0.07
C -1.946 -2.936 3.477  0.31
Cl -0.969 -3.771 4.715  -0.23
H -0.478 -1.370 3.140  0.17
H -2.078 -1.046 2.468  0.13
H -1.786 -3.468 2.538  -0.14
H -2.996 -3.038 3.752  0.05
Cl -0.581 -7.153 2.374  -0.17
C 0.787 -6.739 3.435  -0.12
C 1.911 -7.749 3.342  -0.47
Cl 1.458 -9.329 4.037  -0.21
H 0.410 -6.650 4.454  0.28
H 1.145 -5.759 3.119  0.05
H 2.775 -7.394 3.905  0.33
H 2.219 -7.912 2.309  0.32
Cl -0.509 3.919 2.425  -0.16
C -1.901 4.666 3.245  -0.53
C -2.921 5.206 2.265  -0.44
Cl -2.308 6.616 1.364  -0.18
H -1.525 5.450 3.905  0.33
H -2.356 3.891 3.864  0.24
H -3.811 5.537 2.802  0.35
H -3.221 4.447 1.541  0.26
Cl 0.842 -3.956 1.202  -0.20
C -0.183 -3.773 -0.244  -0.05
C 0.412 -4.452 -1.459  -0.60
Cl 1.889 -3.634 -2.031  -0.20
H -0.339 -2.706 -0.416  0.04
H -1.149 -4.224 -0.006  0.27
H -0.302 -4.426 -2.283  0.33
H 0.661 -5.494 -1.255  0.38
Cl -4.308 -5.668 3.290  -0.13
C -5.698 -4.915 4.109  -0.37
C -6.718 -4.373 3.132  -0.04
Cl -6.101 -2.964 2.229  -0.19
H -5.319 -4.134 4.767  0.14
H -6.156 -5.689 4.729  0.35
H -7.603 -4.039 3.672  -0.15
H -7.024 -5.130 2.409  0.36
Cl -6.109 -3.838 7.342  -0.11
C -4.728 -3.426 8.391  -0.58
C -3.609 -4.441 8.286  -0.25
Cl -4.062 -6.016 8.986  -0.20
H -5.094 -3.336 9.414  0.37
H -4.369 -2.447 8.070  0.30
H -2.737 -4.088 8.839  0.32
H -3.311 -4.604 7.249  0.18
Cl 8.838 1.039 -4.277  -0.18
C 8.542 -0.559 -5.005  -0.53
C 7.523 -0.502 -6.124  -0.38
Cl 5.879 -0.140 -5.533  -0.05
H 8.229 -1.240 -4.212  0.33
H 9.499 -0.909 -5.396  0.37
H 7.470 -1.471 -6.624  0.34
H 7.786 0.250 -6.867  0.12
Cl 6.489 2.504 -7.267  -0.09
C 5.963 2.512 -8.967  -0.48
C 6.035 1.134 -9.592  -0.48
Cl 7.715 0.574 -9.797  -0.20
H 6.577 3.231 -9.509  0.34
H 4.932 2.868 -8.977  0.28
H 5.586 1.156 -10.586  0.36
H 5.503 0.394 -8.993  0.31
Cl -12.254 -5.030 6.613  -0.19
C -10.917 -3.886 6.888  -0.49
C -10.093 -3.657 5.638  -0.43
Cl -9.162 -5.104 5.172  -0.19
H -10.306 -4.268 7.706  0.31
H -11.366 -2.945 7.210  0.33
H -9.369 -2.859 5.813  0.29
H -10.718 -3.371 4.792  0.39
Cl 3.715 6.906 -3.775  -0.03
C 3.888 8.549 -3.106  -0.55
C 3.750 8.578 -1.598  -0.49
Cl 2.091 8.216 -1.064  -0.15
H 3.148 9.190 -3.588  0.33
H 4.881 8.901 -3.391  0.30
H 3.990 9.574 -1.224  0.35
H 4.421 7.863 -1.120  0.31

net charge: -1
highest occupied orbital energy: -0.150 Eh
total energy: -314344.025 eV
multiplicity: 1
lowest unoccupied orbital energy: 1.67 eV
strongest force on any atom: 2.96 eV Å⁻¹
gap between HOMO and LUMO: 5.75 eV

> Number 1 is which compound?

C27H60B2BrN6O12

> Which formula does entry 2 have?

C27H60Cl20InN2O4P2

> Number 2 is which compound?

C27H60Cl20InN2O4P2

> Which of these has the highest total energy?

C27H60B2BrN6O12